Entry 1:
20
Properties=species:S:1:pos:R:3 method="wB97M-V/def2-TZVPD" multiplicity=2 total_charge=+2 e_above_lowest_kj_mol=67.2 orbital_gap_ev="9.36 / 6.29" homo_ev="-18.3 / -18.2"
C 1.70 -0.89 -0.03
C 2.76 -0.29 -0.56
C 0.44 -3.01 -0.39
N 1.23 -2.03 -0.71
H 1.21 -0.65 0.92
H 3.31 -0.71 -1.41
H 3.15 0.62 -0.11
H 0.20 -3.68 -1.22
H 0.01 -3.09 0.59
H 1.69 -2.12 -1.67
C -0.76 0.46 2.77
C -1.36 0.37 1.35
S -0.53 1.58 0.30
S -1.15 0.98 -1.61
H -0.82 1.50 3.15
H 0.28 0.11 2.86
H -1.40 -0.16 3.42
H -2.44 0.56 1.37
H -1.20 -0.65 0.94
H -2.31 1.74 -1.59

=====

Entry 2:
52
Properties=species:S:1:pos:R:3 method="wB97M-V/def2-TZVPD" e_above_lowest_kj_mol=2955.8 orbital_gap_ev=6.64 homo_ev=-8.4
O 4.24 -6.25 15.61
C 4.34 -5.96 16.80
O 5.40 -5.14 17.25
C 5.15 -4.73 18.52
C 3.69 -5.01 18.86
C 3.32 -6.19 17.99
H 5.36 -3.66 18.63
H 5.94 -5.20 19.10
H 2.96 -4.21 18.71
H 3.70 -5.25 19.93
H 2.30 -6.25 17.62
H 3.53 -7.14 18.49
O 7.70 -3.33 14.75
S 6.37 -3.47 14.11
O 6.07 -2.87 12.82
O 5.85 -5.02 14.06
C 6.26 -5.90 15.12
C 5.75 -7.33 14.85
C 5.17 -2.87 15.31
H 5.84 -5.59 16.08
H 7.35 -5.80 15.06
H 5.94 -7.72 13.85
H 4.66 -7.27 14.96
H 6.11 -8.04 15.60
H 5.13 -3.59 16.13
H 4.17 -2.96 14.89
H 5.34 -1.87 15.70
O 0.96 -4.87 13.72
S 0.97 -6.33 13.94
O -0.03 -7.24 13.35
O 2.40 -6.91 13.43
C 3.57 -6.13 13.65
C 4.66 -6.54 12.74
C 1.01 -6.64 15.77
H 3.82 -6.45 14.67
H 3.48 -5.06 13.45
H 5.53 -5.88 12.71
H 4.31 -6.61 11.71
H 5.00 -7.56 12.92
H 0.88 -7.71 15.97
H 0.18 -6.07 16.17
H 2.01 -6.28 16.02
C 6.64 -7.50 18.22
Br 7.74 -6.17 17.31
Br 5.22 -8.22 16.98
Br 6.04 -6.90 20.02
H 7.28 -8.34 18.51
C 6.01 -2.42 18.34
Br 7.15 -3.82 17.42
Br 4.52 -2.02 17.11
Br 7.03 -0.88 18.93
H 5.46 -2.82 19.19

=====

Entry 3:
88
Properties=species:S:1:pos:R:3 method="wB97M-V/def2-TZVPD" multiplicity=2 total_charge=-1 e_above_lowest_kj_mol=114.0 orbital_gap_ev="5.66 / 5.66" homo_ev="-4.2 / -4.2"
Yb 0.13 1.31 0.73
C -1.92 2.04 2.77
C -1.20 1.42 3.81
C 0.07 2.01 3.89
C 0.17 2.99 2.88
C -1.07 3.03 2.17
C -1.57 4.27 1.47
C 1.27 4.01 2.74
C 1.11 1.72 4.93
C -1.77 0.38 4.74
C -3.41 1.95 2.61
H -2.45 4.08 0.86
H -0.80 4.70 0.82
H -1.83 5.03 2.22
H 2.24 3.58 2.98
H 1.10 4.85 3.42
H 1.32 4.40 1.73
H 2.08 2.13 4.64
H 1.24 0.64 5.08
H 0.83 2.16 5.89
H -1.95 -0.57 4.24
H -2.72 0.72 5.17
H -1.08 0.19 5.56
H -3.75 2.42 1.68
H -3.91 2.48 3.43
H -3.77 0.92 2.63
S 1.06 5.46 -5.72
C 0.82 4.68 -4.29
S 2.07 4.34 -3.15
C 1.09 3.52 -1.94
C -0.22 3.40 -2.23
S -1.43 2.60 -1.28
S -0.72 4.09 -3.77
S 1.93 2.87 -0.57
C -2.07 -0.51 -2.89
P -1.49 -0.59 -1.14
C -0.46 -2.11 -1.28
N -1.02 -3.28 -1.10
C -0.24 -4.39 -1.18
C -0.79 -5.66 -0.93
C 0.00 -6.77 -0.99
C 1.37 -6.65 -1.31
C 1.92 -5.43 -1.57
C 1.12 -4.27 -1.51
N 1.68 -3.05 -1.70
C 0.95 -1.98 -1.57
P 1.72 -0.28 -1.45
C 1.13 0.46 -3.03
C 3.63 -0.37 -1.77
C 4.02 0.73 -2.77
C 4.30 -0.03 -0.44
C 4.23 -1.67 -2.30
C -3.13 -1.05 -0.30
C -2.81 -1.48 1.14
C -3.91 0.27 -0.26
C -3.99 -2.11 -0.98
H -2.62 -1.42 -3.12
H -1.24 -0.42 -3.58
H -2.71 0.37 -3.00
H -1.85 -5.73 -0.68
H -0.41 -7.75 -0.79
H 1.99 -7.54 -1.34
H 2.98 -5.32 -1.81
H 1.17 -0.25 -3.86
H 1.74 1.33 -3.26
H 0.12 0.84 -2.89
H 3.64 1.71 -2.46
H 3.67 0.51 -3.78
H 5.11 0.79 -2.80
H 3.96 0.94 -0.08
H 5.39 0.02 -0.57
H 4.08 -0.78 0.32
H 3.71 -2.04 -3.18
H 4.20 -2.45 -1.54
H 5.27 -1.48 -2.56
H -2.25 -0.70 1.67
H -2.23 -2.40 1.16
H -3.75 -1.65 1.69
H -3.30 1.09 0.13
H -4.78 0.16 0.40
H -4.27 0.56 -1.25
H -3.41 -3.01 -1.19
H -4.43 -1.74 -1.91
H -4.81 -2.38 -0.31
Cl 0.73 -1.73 4.11
Si 0.78 -1.14 2.09
Cl 2.22 0.60 2.12
Cl 2.19 -2.60 1.48

=====

Entry 4:
8
Properties=species:S:1:pos:R:3 method="wB97M-V/def2-TZVPD" e_above_lowest_kj_mol=304.2 orbital_gap_ev="7.33 / 6.81" homo_ev="-8.4 / -8.3"
C 0.79 -1.01 0.70
C -0.42 0.95 -0.57
I -0.56 -2.53 1.09
I 0.12 2.64 0.56
I -2.35 0.33 -0.33
I 0.26 1.00 -2.67
H 0.77 -0.10 1.38
H 1.40 -1.27 -0.15

=====

Entry 5:
78
Properties=species:S:1:pos:R:3 method="wB97M-V/def2-TZVPD" orbital_gap_ev=4.26 homo_ev=-7.3
Pb -1.93 -1.56 2.22
C -0.53 1.02 -1.50
C -0.65 0.14 -0.31
N -1.66 0.13 0.48
O -2.64 0.99 0.23
B -3.69 1.04 1.32
F -4.67 1.87 0.87
F -4.07 -0.29 1.59
O -3.16 1.60 2.59
N -2.37 0.69 3.22
C -1.88 1.03 4.35
C -2.23 2.31 5.05
C -0.83 0.14 4.94
N -0.27 -0.63 4.10
O 0.74 -1.41 4.54
B 1.73 -1.75 3.47
F 2.62 -0.67 3.33
F 2.33 -2.92 3.81
O 1.10 -2.00 2.09
N 0.56 -0.87 1.54
C 0.51 -0.71 0.10
C 1.19 -1.66 -0.81
C -0.44 0.27 6.38
H -1.20 1.87 -1.40
H -0.81 0.47 -2.40
H 0.50 1.37 -1.62
H -2.88 2.91 4.42
H -1.33 2.87 5.29
H -2.75 2.09 5.99
H 2.02 -2.15 -0.30
H 1.56 -1.13 -1.69
H 0.48 -2.43 -1.14
H -1.32 0.28 7.03
H 0.11 1.20 6.55
H 0.21 -0.56 6.66
C 7.96 4.80 -2.95
C 6.95 3.98 -2.19
O 6.22 3.17 -2.69
S 6.94 4.38 -0.42
C 5.60 3.34 0.10
C 4.42 3.93 0.54
C 3.36 3.13 0.92
C 3.48 1.74 0.83
C 4.69 1.15 0.42
C 5.75 1.96 0.07
C 2.38 0.92 1.11
C 1.44 0.11 1.07
H 8.49 4.15 -3.64
H 8.67 5.30 -2.28
H 7.43 5.55 -3.53
H 4.33 5.01 0.58
H 2.43 3.57 1.28
H 4.77 0.07 0.39
H 6.69 1.52 -0.24
N -3.21 -0.31 -6.70
C -2.88 -1.15 -5.64
C -1.55 -1.23 -5.20
C -1.21 -2.09 -4.16
C -2.19 -2.87 -3.56
C -3.50 -2.82 -4.02
C -3.84 -1.96 -5.04
S -1.75 -3.96 -2.24
O -0.31 -4.04 -2.27
O -2.51 -5.17 -2.45
N -2.16 -3.21 -0.89
C -3.37 -3.41 -0.32
S -4.76 -4.30 -0.96
C -5.69 -3.88 0.43
C -4.94 -3.17 1.28
N -3.64 -2.91 0.87
H -2.58 0.43 -6.93
H -4.19 -0.09 -6.82
H -0.79 -0.63 -5.68
H -0.19 -2.18 -3.84
H -4.25 -3.46 -3.57
H -4.86 -1.92 -5.40
H -6.71 -4.21 0.56
H -5.27 -2.80 2.24

=====

Entry 6:
81
Properties=species:S:1:pos:R:3 method="wB97M-V/def2-TZVPD" total_charge=+1 e_above_lowest_kj_mol=51.3 orbital_gap_ev="5.76 / 5.76" homo_ev="-10.5 / -10.5"
Pd 0.21 -0.25 0.31
S -1.70 -1.77 0.52
P -2.72 -0.04 0.40
C -1.37 0.97 0.29
P -0.94 2.56 -0.02
S 1.03 2.29 -0.20
C -1.34 3.68 1.33
C -1.16 5.06 1.16
C -1.43 5.92 2.21
C -1.86 5.42 3.43
C -1.99 4.05 3.62
C -1.74 3.18 2.57
C -1.67 3.24 -1.52
C -2.64 4.23 -1.52
C -3.17 4.69 -2.72
C -2.73 4.15 -3.92
C -1.78 3.14 -3.93
C -1.24 2.68 -2.73
C -3.82 0.04 -1.02
C -4.43 1.25 -1.35
C -5.21 1.35 -2.49
C -5.39 0.24 -3.30
C -4.78 -0.97 -2.98
C -3.99 -1.07 -1.84
C -3.70 0.24 1.89
C -4.98 0.78 1.85
C -5.67 1.02 3.04
C -5.07 0.74 4.25
C -3.79 0.19 4.29
C -3.11 -0.06 3.12
H -0.81 5.45 0.21
H -1.30 6.99 2.07
H -2.08 6.10 4.24
H -2.30 3.66 4.58
H -1.84 2.12 2.70
H -3.01 4.64 -0.59
H -3.92 5.48 -2.72
H -3.13 4.52 -4.86
H -1.45 2.71 -4.86
H -0.50 1.90 -2.73
H -4.28 2.12 -0.72
H -5.67 2.30 -2.74
H -6.01 0.31 -4.19
H -4.92 -1.83 -3.62
H -3.49 -2.00 -1.60
H -5.46 0.99 0.91
H -6.67 1.43 3.00
H -5.60 0.94 5.17
H -3.33 -0.05 5.24
H -2.12 -0.51 3.14
C 3.91 -1.61 0.91
Te 2.53 -0.14 1.61
C 3.83 1.22 0.59
C 5.15 0.51 0.47
C 6.31 1.21 0.17
C 7.51 0.53 0.01
C 7.55 -0.85 0.15
C 6.39 -1.55 0.45
C 5.19 -0.87 0.61
H 3.48 -2.06 0.02
H 4.05 -2.36 1.68
H 3.88 2.14 1.15
H 3.39 1.42 -0.38
H 6.28 2.29 0.05
H 8.42 1.08 -0.21
H 8.49 -1.38 0.04
H 6.43 -2.63 0.56
C 2.92 -4.27 -1.58
Si 1.31 -3.67 -0.91
C 1.24 -3.83 0.93
C -0.10 -4.54 -1.72
Se 1.19 -1.43 -1.55
H 2.86 -5.35 -1.75
H 3.75 -4.09 -0.90
H 3.16 -3.80 -2.54
H 1.17 -4.89 1.19
H 0.36 -3.33 1.35
H 2.13 -3.43 1.41
H -0.02 -5.62 -1.53
H -0.09 -4.38 -2.80
H -1.06 -4.20 -1.33

=====

Entry 7:
52
Properties=species:S:1:pos:R:3 method="wB97M-V/def2-TZVPD" multiplicity=5 total_charge=+2 e_above_lowest_kj_mol=163.9 orbital_gap_ev="6.23 / 5.94" homo_ev="-15.4 / -15.8"
I 0.06 2.63 -1.42
I 0.06 -2.83 -1.24
Co 0.06 -0.11 -1.49
P -2.32 -0.11 -1.71
C -3.22 -0.05 -0.13
C -2.98 1.28 -2.69
H -4.03 1.08 -2.93
H -4.04 -1.39 -2.82
H -2.40 1.36 -3.61
H -2.41 -1.72 -3.49
H -2.93 0.87 0.41
H -2.89 2.21 -2.13
C -2.99 -1.57 -2.58
H -4.30 -0.05 -0.29
H -2.89 -2.46 -1.95
H -2.94 -0.91 0.48
P 2.43 -0.10 -1.71
C 3.33 -0.02 -0.13
C 3.12 -1.55 -2.58
H 2.50 1.37 -3.61
H 4.14 1.10 -2.94
H 2.99 2.22 -2.13
C 3.09 1.29 -2.69
H 2.54 -1.70 -3.50
H 4.17 -1.37 -2.81
H 4.41 -0.02 -0.29
H 3.06 -0.89 0.48
H 3.01 -2.44 -1.95
H 3.04 0.89 0.40
Cl 0.05 -0.20 -3.90
C 2.20 0.94 3.04
C 1.17 -0.15 2.72
P 0.21 -0.06 1.10
C -0.62 -1.69 1.55
C -1.44 -1.77 2.84
C -0.49 1.62 1.48
C -1.17 1.84 2.84
H 3.10 0.90 2.43
H 2.57 0.77 4.08
H 1.77 1.96 3.03
H 1.71 -1.12 2.76
H 0.48 -0.12 3.57
H -1.33 -1.97 0.79
H 0.15 -2.49 1.57
H -2.26 -1.03 2.85
H -1.91 -2.78 2.90
H -0.84 -1.69 3.77
H 0.31 2.38 1.37
H -1.26 1.88 0.76
H -0.48 1.76 3.70
H -1.57 2.87 2.87
H -2.02 1.15 2.97

=====

In order of appearance, total energy = -28519.74750; -471105.99846; -185563.05101; -34504.87908; -103177.97906; -162173.93324; -107181.16378 eV.